Record 1
This record from the OMol25 dataset describes a cluster of 5 separate species, C48H88Cl2F12N2O7 in total at a distorted geometry. The level of theory is wB97M-V/def2-TZVPD.

Computed properties:
- SMILES: CCOCCO[C@@](OCC(F)(F)C(F)(F)C(F)(F)F)([C@H](CC(=O)N(C)C)O[C@@H]([C@H](Cl)[C@H](C)Cl)N(C(C)=O)C(C)=O)C(F)(F)C(F)(F)F.CCCCCC.CCCCCC.CCCCCC.CCCCCC
- LUMO level: -0.53 eV
- Energy: -126153.7373 eV
- Total charge: 0
- Frontier orbital gap: 9.16 eV

CARTESIAN COORDINATES (ANGSTROEM)
C (4.95725, 2.86976, 1.12513)
C (4.21976, 3.76963, 2.30370)
O (3.50546, 4.85816, 1.59697)
C (2.06661, 4.79723, 1.89688)
C (1.31687, 3.44675, 1.24897)
O (0.05572, 3.93693, 0.68960)
C (-0.55585, 2.93869, -0.25396)
O (-0.08288, 1.62927, 0.19956)
C (-0.32958, 0.54810, -0.75398)
C (0.24060, -0.88109, -0.09831)
F (0.26056, -0.85292, 1.39494)
F (1.69258, -0.95435, -0.51003)
C (-0.47107, -2.21596, -0.73384)
F (0.16267, -2.66057, -2.02772)
F (-1.91966, -2.08094, -1.01412)
C (-0.32436, -3.52823, 0.29044)
F (1.04407, -3.67081, 0.84467)
F (-0.79144, -4.75410, -0.45727)
F (-1.37667, -3.31235, 1.35216)
C (-2.18113, 3.03099, 0.12288)
C (-2.91245, 4.38285, -0.43639)
C (-2.57631, 5.76035, 0.38132)
O (-2.79037, 6.92515, -0.29036)
N (-2.04958, 5.88019, 1.79259)
C (-3.22540, 6.33266, 2.63473)
C (-1.04057, 7.04514, 1.72346)
O (-2.25201, 2.82827, 1.57732)
C (-3.61884, 2.59925, 2.05965)
C (-4.21007, 1.08347, 1.74959)
Cl (-2.90923, -0.19117, 1.41096)
C (-5.22697, 1.13252, 0.42243)
C (-6.69593, 0.48095, 0.88628)
Cl (-4.60401, 0.01106, -0.93814)
N (-3.56596, 2.84094, 3.58329)
C (-2.91140, 1.68491, 4.30325)
C (-1.24735, 1.61026, 4.38362)
O (-3.56266, 0.66860, 4.89600)
C (-4.92641, 3.19459, 4.13495)
C (-4.92819, 4.10402, 5.53866)
O (-6.11377, 2.89883, 3.60234)
C (-0.14387, 3.41851, -1.73090)
F (1.28647, 2.98829, -1.96393)
F (-0.07059, 4.92830, -1.71827)
C (-0.99461, 2.98507, -3.01573)
F (-0.04803, 2.32014, -3.98950)
F (-1.43205, 4.23976, -3.73615)
F (-2.12496, 2.06409, -2.85789)
H (5.88486, 2.33814, 1.60379)
H (5.29408, 3.58630, 0.24369)
H (4.24885, 2.03672, 0.70354)
H (3.52210, 3.07071, 2.93153)
H (5.06469, 4.29657, 2.95163)
H (1.96372, 4.74455, 3.08512)
H (1.45372, 5.73888, 1.56749)
H (2.09113, 3.03534, 0.46194)
H (1.18617, 2.72321, 2.19021)
H (0.23465, 0.65109, -1.78577)
H (-1.47087, 0.44027, -0.98926)
H (-2.72827, 2.11168, -0.37465)
H (-2.74874, 4.60819, -1.57644)
H (-4.08660, 4.20228, -0.31511)
H (-3.41604, 5.51104, 3.46187)
H (-4.22776, 6.43150, 2.02832)
H (-2.97530, 7.34997, 3.17096)
H (-1.55482, 8.09581, 1.69096)
H (-0.38976, 6.86998, 0.74111)
H (-0.40573, 7.00181, 2.70819)
H (-4.42585, 3.34966, 1.66100)
H (-4.89008, 0.66011, 2.62619)
H (-5.42171, 2.23334, 0.07308)
H (-6.65466, -0.70965, 0.81133)
H (-7.58094, 0.85443, 0.20526)
H (-6.97851, 0.76130, 2.00039)
H (-0.86432, 1.11004, 5.37488)
H (-0.78421, 1.02305, 3.45548)
H (-0.79902, 2.70849, 4.33172)
H (-4.13500, 4.99268, 5.46189)
H (-4.54310, 3.43916, 6.44894)
H (-5.98181, 4.58011, 5.72184)
C (-3.57319, -6.96779, 7.10977)
C (-3.93149, -6.77154, 5.64502)
C (-2.75544, -6.27919, 4.79704)
C (-2.19455, -4.90724, 5.19035)
C (-3.20326, -3.75652, 5.17024)
C (-3.78567, -3.49211, 3.78944)
H (-3.27056, -6.02973, 7.58180)
H (-4.43878, -7.35151, 7.66056)
H (-2.75730, -7.68931, 7.21816)
H (-4.77903, -6.08334, 5.56290)
H (-4.27450, -7.73106, 5.23892)
H (-3.06470, -6.26005, 3.74547)
H (-1.94308, -7.01329, 4.85654)
H (-1.36678, -4.66562, 4.51120)
H (-1.75247, -4.96809, 6.19113)
H (-2.69938, -2.84639, 5.51474)
H (-4.01538, -3.94551, 5.88093)
H (-2.99406, -3.25734, 3.07215)
H (-4.47176, -2.64130, 3.82784)
H (-4.34738, -4.35359, 3.41590)
C (-1.07536, 3.65455, -7.08308)
C (0.42050, 3.80587, -6.85523)
C (0.94733, 5.19841, -7.21279)
C (0.79158, 5.59860, -8.68491)
C (1.45280, 4.65664, -9.69366)
C (2.96349, 4.56882, -9.53295)
H (-1.33980, 3.78417, -8.13551)
H (-1.40262, 2.65405, -6.78018)
H (-1.63557, 4.38612, -6.49233)
H (0.95785, 3.03564, -7.41798)
H (0.63225, 3.61614, -5.79580)
H (2.00417, 5.25776, -6.92753)
H (0.42904, 5.94294, -6.59682)
H (1.20783, 6.60600, -8.81421)
H (-0.27347, 5.68132, -8.92885)
H (1.23148, 5.01847, -10.70410)
H (1.01758, 3.65357, -9.62461)
H (3.42398, 5.55485, -9.64239)
H (3.38497, 3.91089, -10.29817)
H (3.24317, 4.16225, -8.55639)
C (7.29013, -0.27669, 1.80141)
C (7.94801, 0.39810, 0.60799)
C (8.52179, -0.59539, -0.40608)
C (9.64073, -1.49949, 0.12507)
C (10.85953, -0.76891, 0.69327)
C (11.58445, 0.08284, -0.33858)
H (8.00548, -0.87033, 2.37605)
H (6.86902, 0.47753, 2.47496)
H (6.47584, -0.93279, 1.47819)
H (8.72682, 1.08404, 0.95674)
H (7.19787, 1.01733, 0.10096)
H (8.88487, -0.03751, -1.27716)
H (7.71030, -1.23313, -0.77639)
H (9.96914, -2.15682, -0.69034)
H (9.23699, -2.16171, 0.89911)
H (11.56150, -1.51475, 1.08298)
H (10.56994, -0.14492, 1.54597)
H (11.92188, -0.52916, -1.17993)
H (12.46283, 0.55288, 0.11263)
H (10.94408, 0.88115, -0.72566)
C (-2.28746, -11.13274, -2.29292)
C (-1.21058, -10.26103, -2.91970)
C (-0.49605, -9.36272, -1.90624)
C (-1.38837, -8.33500, -1.19977)
C (-2.13468, -7.36991, -2.12373)
C (-1.20712, -6.49032, -2.94938)
H (-3.08624, -10.53325, -1.84917)
H (-2.74063, -11.77657, -3.05448)
H (-1.86427, -11.77630, -1.51527)
H (-1.64612, -9.66079, -3.72512)
H (-0.46538, -10.91335, -3.39129)
H (0.32614, -8.84530, -2.41426)
H (-0.02589, -9.99346, -1.14238)
H (-0.76429, -7.75376, -0.50875)
H (-2.12054, -8.85771, -0.57417)
H (-2.77132, -6.72298, -1.50966)
H (-2.80813, -7.92004, -2.79016)
H (-0.55451, -5.89804, -2.30164)
H (-1.79225, -5.80009, -3.56362)
H (-0.58112, -7.08334, -3.62292)

=====

Record 2
This record from the OMol25 dataset describes a cluster of 11 separate species, C48H88F18N16P3 in total at a distorted geometry. The level of theory is wB97M-V/def2-TZVPD.

Computed properties:
- LUMO level: -9.88 eV
- Relative energy (zero: lowest compared OMol25 entry of this formula, charge and spin): 0.4798 eV
- Energy: -151796.0224 eV
- Total charge: +5
- Frontier orbital gap: 8.49 eV

CARTESIAN COORDINATES (ANGSTROEM)
C (0.79643, -4.72302, 6.04191)
C (0.31090, -4.69419, 4.63218)
N (-1.02067, -4.10516, 4.49365)
C (-1.37222, -3.01072, 3.68207)
C (-2.66949, -2.65188, 3.93755)
N (-3.18179, -3.57050, 4.78060)
C (-2.22390, -4.51393, 5.03776)
C (-4.50753, -3.62842, 5.22925)
H (1.86329, -4.94018, 5.98951)
H (0.16360, -5.45790, 6.53948)
H (0.56515, -3.85375, 6.65752)
H (0.36648, -5.66396, 4.13767)
H (1.01948, -4.15649, 4.00219)
H (-0.58268, -2.68857, 3.01931)
H (-3.38902, -1.88114, 3.70381)
H (-2.47625, -5.31785, 5.71336)
H (-4.71230, -4.13904, 6.17023)
H (-5.04211, -4.02769, 4.36733)
H (-4.79371, -2.59237, 5.41034)
C (-2.22463, 6.08042, 6.35405)
C (-1.59028, 4.73311, 5.94362)
N (-2.31417, 4.08028, 4.81555)
C (-2.85948, 4.66152, 3.74304)
C (-3.41988, 3.62017, 2.99288)
N (-3.16299, 2.39993, 3.61403)
C (-2.47727, 2.70672, 4.76324)
C (-3.46189, 1.06280, 3.12050)
H (-2.05584, 6.87815, 5.63069)
H (-2.03124, 6.49212, 7.34461)
H (-3.27736, 5.82384, 6.47245)
H (-1.45602, 3.96231, 6.70253)
H (-0.52219, 4.90969, 5.81671)
H (-2.66453, 5.71682, 3.62162)
H (-3.90398, 3.65610, 2.02812)
H (-2.04556, 2.00053, 5.45701)
H (-2.62900, 0.48764, 3.52497)
H (-3.36715, 0.99165, 2.03696)
H (-4.29331, 0.59700, 3.64953)
C (-4.80274, 3.10766, -5.21073)
C (-3.45866, 2.95347, -5.91567)
N (-2.39708, 2.74452, -5.03254)
C (-2.29832, 1.88531, -3.94895)
C (-0.99901, 2.02156, -3.36462)
N (-0.31090, 2.99537, -4.12680)
C (-1.15532, 3.39413, -5.10917)
C (1.01763, 3.52784, -3.84880)
H (-5.14291, 2.14937, -4.81822)
H (-5.62555, 3.43402, -5.84679)
H (-4.88526, 3.73060, -4.32009)
H (-3.26679, 3.71425, -6.67230)
H (-3.49643, 2.08041, -6.56715)
H (-3.08060, 1.20786, -3.63993)
H (-0.60236, 1.47241, -2.52349)
H (-0.95400, 4.22832, -5.76491)
H (1.72740, 2.75920, -3.54297)
H (1.01826, 4.18945, -2.98256)
H (1.44196, 3.96457, -4.75286)
C (1.14278, -4.06432, -2.94433)
C (-0.39293, -4.05177, -2.72045)
N (-1.09070, -3.64336, -3.89128)
C (-2.43657, -3.95388, -4.15596)
C (-2.74775, -3.38328, -5.36507)
N (-1.72070, -2.50093, -5.76363)
C (-0.70392, -2.69484, -4.82820)
C (-1.74274, -1.53185, -6.80964)
H (1.56758, -3.06728, -3.06073)
H (1.34932, -4.78600, -3.73466)
H (1.55516, -4.46905, -2.02008)
H (-0.50888, -3.28945, -1.95004)
H (-0.78989, -4.97120, -2.29014)
H (-2.99715, -4.65047, -3.55023)
H (-3.58309, -3.52979, -6.03375)
H (0.22513, -2.15797, -4.70555)
H (-1.36827, -1.89023, -7.76852)
H (-1.01671, -0.72073, -6.75439)
H (-2.74065, -1.19427, -7.08950)
C (-4.00898, -1.16851, -1.72748)
C (-4.02095, -1.67107, -0.34126)
N (-4.37573, -3.09532, -0.33585)
C (-5.61150, -3.59940, -0.45606)
C (-5.45943, -4.95988, -0.51263)
N (-4.14670, -5.25890, -0.22213)
C (-3.38759, -4.11425, -0.31278)
C (-3.68019, -6.66804, -0.16912)
H (-4.77874, -0.40183, -1.81560)
H (-4.36709, -1.87009, -2.48090)
H (-3.07059, -0.79623, -2.13848)
H (-4.73660, -1.19903, 0.33189)
H (-3.09553, -1.44510, 0.18848)
H (-6.44106, -2.92444, -0.60659)
H (-6.15915, -5.78244, -0.52621)
H (-2.32163, -4.05392, -0.14997)
H (-4.61349, -7.21702, -0.04393)
H (-3.01371, -6.89739, 0.66233)
H (-3.28347, -6.95923, -1.14171)
C (9.64092, 2.31632, -0.31365)
C (8.73329, 2.59930, 0.89078)
N (7.34106, 2.78111, 0.43102)
C (6.59964, 3.90244, 0.20593)
C (5.33989, 3.63754, -0.23158)
N (5.15519, 2.33787, -0.05329)
C (6.36826, 1.80375, 0.40174)
C (3.87363, 1.65706, -0.11006)
H (9.79917, 3.15454, -0.99221)
H (9.28603, 1.53255, -0.98286)
H (10.61475, 1.90389, -0.04971)
H (9.07729, 3.44293, 1.48916)
H (8.67267, 1.79422, 1.62309)
H (7.02788, 4.88804, 0.31366)
H (4.54801, 4.30955, -0.52779)
H (6.58633, 0.79858, 0.73109)
H (3.11413, 2.10005, 0.53416)
H (3.94912, 0.64160, 0.27883)
H (3.57983, 1.69519, -1.15903)
C (7.65563, -3.66405, -0.59378)
C (6.34819, -4.48955, -0.68430)
N (5.19858, -3.81418, -0.09654)
C (3.87449, -4.32736, -0.34393)
C (3.08272, -3.57598, 0.58648)
N (3.87954, -2.69751, 1.26214)
C (5.19059, -2.86523, 0.91324)
C (3.44697, -1.81073, 2.35535)
H (8.01746, -3.66346, 0.43441)
H (7.42641, -2.62208, -0.81708)
H (8.49709, -3.91697, -1.23882)
H (6.41253, -5.47988, -0.23352)
H (6.07581, -4.67068, -1.72406)
H (3.65308, -5.15067, -1.00690)
H (2.03435, -3.65568, 0.83342)
H (6.03647, -2.29656, 1.27033)
H (3.88306, -0.89253, 1.96186)
H (4.01232, -2.15856, 3.21993)
H (2.36662, -1.69704, 2.44482)
C (-0.17555, 3.85443, -0.63212)
C (-0.68528, 5.25490, -0.30748)
N (-1.24302, 5.99320, -1.42684)
C (-2.09180, 5.42262, -2.41173)
C (-2.23581, 6.40013, -3.41978)
N (-1.54493, 7.54337, -3.07866)
C (-0.92268, 7.24853, -1.86989)
C (-1.39411, 8.80341, -3.83300)
H (-0.75096, 3.04565, -1.08253)
H (-0.02407, 3.35812, 0.32644)
H (0.86205, 3.76773, -0.95458)
H (0.15274, 5.78240, 0.14812)
H (-1.43091, 5.22422, 0.48700)
H (-2.49248, 4.42311, -2.32896)
H (-2.77815, 6.44705, -4.35255)
H (-0.24619, 7.93333, -1.38019)
H (-1.72121, 9.65396, -3.23494)
H (-1.94214, 8.62135, -4.75745)
H (-0.33117, 8.88933, -4.05855)
P (0.00937, -0.61098, 0.07105)
F (-1.40629, 0.12369, 0.51273)
F (0.71967, 0.83962, 0.40825)
F (0.24948, -1.00569, 1.64824)
F (1.43999, -1.37280, -0.27470)
F (-0.79366, -2.05887, 0.06958)
F (-0.33840, -0.39367, -1.52938)
P (0.08277, -6.12905, 0.88995)
F (-0.91555, -6.16373, -0.37435)
F (-0.12120, -4.47663, 0.89227)
F (-1.05738, -6.05777, 2.09934)
F (1.23196, -5.98393, 1.93870)
F (0.07681, -7.65065, 1.18571)
F (1.34744, -6.16590, -0.20054)
P (1.51313, 3.66357, 3.35993)
F (2.38832, 4.41086, 2.23954)
F (0.04763, 3.73525, 2.58597)
F (1.79752, 2.16756, 2.73889)
F (0.69861, 2.88876, 4.58106)
F (2.94633, 3.50275, 4.26953)
F (1.16529, 5.05091, 4.07763)